Record 1
{
  "formula": "C10H12FN2",
  "method": "wB97M-V/def2-TZVPD",
  "charge": 1,
  "orbital_gap_ev": 8.384,
  "e_lumo_ha": -0.1610,
  "smiles": "C=C1[C@@H](F)C=Cc2[nH+]c(CC)cn21",
  "e_homo_ha": -0.4691,
  "spin_multiplicity": 1,
  "de_lowest_kcal_mol": 0.0,
  "elements": ["C", "C", "C", "C", "C", "C", "C", "C", "C", "C", "N", "N", "F", "H", "H", "H", "H", "H", "H", "H", "H", "H", "H", "H", "H"],
  "xyz": [[0.5764, -1.0455, -0.2702], [1.5365, -0.0168, -0.3189], [-0.4461, 0.9100, -0.1388], [-1.4937, 1.8142, 0.0455], [-2.8324, 1.4933, 0.0854], [-2.0084, -0.9884, -0.1910], [-2.2314, -2.2979, -0.1132], [-3.1626, 0.0610, -0.2366], [3.6675, -0.0427, 0.9496], [3.0747, 0.0949, -0.4024], [-0.6657, -0.4047, -0.2567], [0.8710, 1.1421, -0.1390], [-4.0900, -0.3017, 0.7353], [0.7747, -2.1570, -0.1674], [-1.1491, 2.7835, 0.0279], [-3.5366, 2.1911, 0.0119], [-1.5983, -3.1147, 0.1798], [-3.3066, -2.4719, -0.1562], [-3.5513, -0.0491, -1.3071], [3.0725, 0.5138, 1.6152], [4.5750, 0.4291, 0.8266], [3.8005, -1.0129, 1.3231], [3.3513, -0.6359, -1.1434], [3.3653, 1.0279, -0.8729], [1.4065, 2.0786, -0.0867]],
  "forces_ev_per_a": [[1.788, -0.035, -0.319], [0.576, -1.638, 0.273], [-0.370, -1.172, 0.207], [-3.401, -0.117, 0.037], [6.324, -3.146, -1.495], [1.054, 0.643, 0.101], [-1.299, 1.362, 0.400], [0.066, -0.696, -0.415], [-0.398, 0.248, -0.658], [-2.578, -1.306, -1.080], [0.595, -0.750, 0.889], [0.343, 2.331, -0.415], [-0.174, -0.424, -0.733], [-0.659, 1.751, -0.541], [0.210, 2.378, 0.340], [-2.929, 2.682, 0.210], [0.475, 0.041, -0.457], [0.245, -0.545, 0.161], [-0.278, 0.396, 1.528], [-0.542, 0.732, 1.186], [2.380, 0.840, 0.568], [0.053, -1.440, 0.303], [0.576, -0.574, -0.002], [-0.344, 0.427, 0.076], [-1.715, -1.988, -0.164]]
}

=====

Record 2
{
  "formula": "C10H12FNO2",
  "method": "wB97M-V/def2-TZVPD",
  "charge": 0,
  "orbital_gap_ev": 8.727,
  "e_lumo_ha": 0.0159,
  "smiles": "[H]/N=C(/O)c1ccccc1.C/C=C(/O)F",
  "e_homo_ha": -0.3048,
  "spin_multiplicity": 1,
  "de_lowest_kcal_mol": 12.8,
  "elements": ["C", "C", "C", "C", "C", "C", "C", "C", "C", "C", "N", "O", "O", "F", "H", "H", "H", "H", "H", "H", "H", "H", "H", "H", "H", "H"],
  "xyz": [[-3.8563, -0.8213, -0.4467], [-3.0103, -1.2905, 0.5120], [-3.7293, 0.4436, -0.9106], [-2.0383, -0.5297, 1.0595], [-2.6381, 1.1743, -0.5673], [-1.7538, 0.7155, 0.4077], [-0.5297, 1.4452, 0.7649], [3.8648, -2.0862, -0.6833], [3.6937, -0.7319, 0.0902], [2.8814, 0.2757, -0.1793], [0.2461, 2.0917, -0.0256], [-0.2245, 1.3183, 2.0709], [2.8530, 1.4876, 0.2877], [2.0415, 0.1057, -1.2927], [-4.7081, -1.3904, -0.7446], [-3.1441, -2.3456, 0.8505], [-4.4134, 0.7598, -1.6700], [-1.2798, -0.9601, 1.7063], [-2.6604, 2.1806, -0.9319], [4.9344, -2.2109, -0.8194], [3.3335, -1.9824, -1.7307], [3.5654, -2.9271, -0.0419], [0.6441, 1.7281, 2.2896], [4.0822, -0.6039, 1.0570], [-0.2058, 2.2034, -1.0286], [2.0518, 1.9506, -0.0237]],
  "forces_ev_per_a": [[-1.103, -0.386, 0.191], [-0.738, -2.799, 1.077], [-0.292, -0.414, -1.128], [2.320, 1.577, -1.361], [0.442, 1.008, 1.002], [-0.847, -0.818, 0.684], [0.847, 0.703, -0.257], [-0.932, 2.103, -0.545], [-0.836, -1.232, -0.478], [-0.308, -1.744, -2.806], [-1.927, 0.500, -2.096], [0.662, 0.009, 0.197], [0.382, 0.717, 0.670], [0.490, 0.610, 0.695], [-0.266, -0.567, -0.304], [0.117, 0.994, -0.129], [-0.318, 0.544, -0.154], [-0.368, 0.225, 0.284], [0.830, 0.504, -0.245], [0.148, -0.048, -0.366], [0.996, -0.648, 2.292], [-0.420, 0.180, -0.567], [-0.706, -0.247, -0.567], [1.276, -0.124, 1.038], [1.214, -0.676, 2.655], [-0.663, 0.031, 0.220]]
}

=====

Record 3
{
  "formula": "C10H12N2O4S2",
  "method": "wB97M-V/def2-TZVPD",
  "charge": 0,
  "orbital_gap_ev": 9.968,
  "e_lumo_ha": 0.0176,
  "smiles": "O=C1CCSC(=O)N1CCN1C(=O)CCSC1=O",
  "e_homo_ha": -0.3487,
  "spin_multiplicity": 1,
  "elements": ["O", "O", "O", "O", "S", "S", "C", "C", "C", "C", "N", "N", "C", "C", "C", "C", "C", "C", "H", "H", "H", "H", "H", "H", "H", "H", "H", "H", "H", "H"],
  "xyz": [[1.0640, 0.3285, 2.3996], [3.5537, -1.5954, 0.1365], [0.9545, 3.5231, -0.8050], [-0.5996, -0.0841, -0.7492], [-0.9514, 1.8634, 2.6976], [1.7610, -3.2331, 1.0055], [0.5632, 1.3440, 1.8948], [2.3332, -1.7444, 0.1989], [0.5240, 3.0956, 0.2421], [0.1386, -0.9700, -0.3423], [1.1162, 1.9609, 0.7931], [1.5260, -0.7767, -0.4356], [-1.6879, 2.9100, 1.3953], [0.0685, -2.7779, 1.4764], [-0.6267, 3.8976, 0.9536], [-0.5551, -2.2433, 0.1552], [2.3880, 1.4426, 0.1853], [2.0936, 0.4553, -0.9782], [-2.5662, 3.4626, 1.7687], [-2.0705, 2.3027, 0.5962], [0.1339, -2.0198, 2.2261], [-0.4418, -3.6756, 1.8358], [-0.9701, 4.6703, 0.2638], [-0.2179, 4.3753, 1.8504], [-0.4663, -2.9784, -0.6427], [-1.6254, -2.0160, 0.3080], [3.0119, 0.9367, 0.9625], [2.9751, 2.2871, -0.2458], [1.4488, 0.9012, -1.7327], [3.0002, 0.2331, -1.5388]],
  "forces_ev_per_a": [[-0.423, 1.662, -0.831], [-1.590, -0.411, 0.187], [0.042, -0.103, -0.009], [0.380, -0.132, 0.152], [-0.033, 0.200, -0.733], [0.163, 0.369, 0.138], [0.599, -2.357, 1.103], [2.681, 1.039, -0.727], [-0.113, 1.654, -0.698], [-1.286, 1.544, -0.936], [-0.097, 0.281, 0.638], [-1.554, -2.510, 1.062], [-0.371, 0.816, 0.558], [0.130, -0.231, -1.955], [1.071, -1.381, -0.107], [0.375, 0.072, 1.189], [0.297, -0.160, -0.565], [0.350, 0.460, 0.650], [0.409, -0.374, 0.376], [0.098, -0.439, -0.469], [-0.209, 0.437, 0.555], [0.152, 0.184, -0.044], [0.086, -0.319, -0.090], [0.051, 0.032, -0.167], [0.005, -0.224, 0.060], [0.611, 0.230, -0.272], [-0.823, 0.455, -0.515], [-0.723, -0.407, 0.554], [-0.509, -0.138, 0.427], [0.229, -0.250, 0.469]]
}